C49H35Cl6GeN2O6PSTc | wB97M-V/def2-TZVPD

Results
LUMO energy in eV: -4.61
HOMO energy in eV: -11.15
Relative energy (zero: lowest compared OMol25 entry of this formula, charge and spin) in eV: 0.744
Total energy in eV: -220606.984

```
! wB97M-V def2-TZVPD RIJCOSX def2/J DEFGRID3
* xyz 1 1
Cl 1.5605 -1.4884 3.4888
H 2.2780 4.2411 0.0379
Cl -3.2642 -0.6480 5.6347
H -2.9358 3.6200 4.0759
Cl -0.1697 -0.7431 5.9432
H -4.0430 -5.5116 -3.0683
H 1.4639 -4.8149 -2.1034
C 2.0005 -3.8772 -0.2420
H 2.8473 -3.1352 1.5882
C 6.9162 -0.3834 -0.4286
C -2.2746 -0.8467 4.2574
C -2.0888 -4.6319 -3.0461
N -0.3000 0.0910 -1.7137
Cl -4.5445 -1.3242 2.8828
H -5.1213 2.5097 0.5704
C 8.3832 -0.2560 -0.1333
H 2.4810 6.6618 -0.0343
H 6.5522 1.5756 0.3328
Ge 0.1895 -3.4018 0.3619
C 4.1883 -0.4612 -0.9702
P -0.2094 2.4217 0.1401
C 3.0440 -3.6502 0.6549
O 2.3747 0.4560 1.5641
H 0.1279 -7.9932 2.2056
C 0.3690 7.0154 -0.0490
H -0.8323 3.1043 2.9315
H 0.4671 8.0925 -0.0698
O 8.9280 0.8050 -0.0469
S 2.4859 -0.5957 -1.4285
C 1.4964 6.2139 -0.0197
N -0.8191 2.3443 -1.4809
H 4.5732 -2.3844 -1.8390
Cl 2.3908 1.8041 2.1784
H -1.9996 4.6148 0.0322
C 1.3824 4.8307 0.0308
H 0.1007 -1.9052 -1.9911
C -0.6516 -1.1326 1.9911
H -2.5957 -4.2627 0.7542
C 5.0024 -1.5290 -1.3359
C -1.2547 -3.9323 -0.8920
C -2.8592 -1.0609 3.0077
C -4.1681 3.0970 2.3989
C -0.0779 -6.9665 2.4784
H -0.8885 -3.3219 3.4279
C 4.7493 0.6748 -0.3983
H -0.9752 -2.0525 -4.2161
O 3.1854 1.7788 3.3296
C -2.9585 3.2480 3.0595
H -1.8724 2.1277 -3.8729
C -1.5052 0.0443 -4.2221
O 2.8758 2.6924 1.1784
Cl -2.7294 -1.3807 0.3277
C -1.7738 2.5017 1.0946
C 6.3576 -1.4910 -1.0586
C -1.0090 5.0506 0.0164
C -1.4618 1.2031 -3.4899
C -0.8875 6.4265 -0.0544
C 4.3217 -4.1125 0.3857
C 0.1686 -1.4090 0.7980
H -0.6716 -7.4452 4.4850
H -1.7768 7.0402 -0.1064
C -2.0497 -1.1359 1.8844
C 3.5507 -5.0224 -1.6983
C -0.8623 1.2024 -2.2214
H 3.7422 -5.5604 -2.6179
C -0.8162 -5.3458 4.0856
C -0.9533 -1.1163 -3.6784
H 6.9752 -2.3226 -1.3788
C -1.0870 -4.0684 -2.2664
C 0.1271 4.2348 0.0815
C -0.0863 -1.0798 3.2788
C -0.5328 -6.6599 3.7537
H 5.5753 -5.1610 -1.0082
H -1.9381 -4.7465 -4.1123
C 6.1030 0.7017 -0.1196
C -0.3642 -1.0432 -2.4469
C -0.1517 -4.6254 1.8809
C -3.4578 -4.9045 -1.0940
H -1.9656 0.0336 -5.2004
C -1.7676 2.9535 2.4173
H -3.0290 1.9848 -0.5774
Tc 0.9216 0.1808 0.0175
C -3.2709 -5.0570 -2.4617
C 2.2656 -4.5764 -1.4165
H 5.1153 -3.9394 1.1014
H 8.5129 -2.1790 0.0025
C -0.6355 -4.3339 3.1510
C -4.1821 2.6265 1.0954
H -1.2404 3.1587 -1.8996
C -2.4526 -4.3537 -0.3165
C 4.5783 -4.7961 -0.7957
O 9.0721 -1.3971 0.0429
H -4.3820 -5.2260 -0.6318
H 4.1535 1.5463 -0.1956
C -2.9953 2.3249 0.4486
O 1.0242 2.1376 2.5042
C 0.1140 -5.9552 1.5521
H -1.1807 -5.0956 5.0739
H -0.1700 -3.7459 -2.7431
H -5.0946 3.3397 2.9015
H 0.4726 -6.2020 0.5576
C -0.8868 -0.8657 4.3964
*
```

Löwdin atomic charge list, values in e, 2 entries:
1 Cl 0.84
2 H 0.08


F6H20O10P | wB97M-V/def2-TZVPD

Results
LUMO energy in eV: 2.91
HOMO energy in eV: -7.60
Relative energy (zero: lowest compared OMol25 entry of this formula, charge and spin) in eV: 1.136
Total energy in eV: -46402.977

```
! wB97M-V def2-TZVPD RIJCOSX def2/J DEFGRID3
* xyz -1 1
H 30.1160 -11.5150 -12.4300
H 28.6090 -11.2270 -6.3890
H 31.1700 -11.0130 -6.5090
H 31.5490 -9.6710 -6.0610
H 27.0270 -14.2660 -13.2540
H 29.3960 -13.8480 -4.8800
F 30.2620 -12.4610 -10.2300
O 29.2360 -11.2320 -12.7510
F 30.1260 -15.1070 -8.4360
H 28.2450 -15.6880 -6.5710
F 28.6570 -13.5050 -9.1740
H 28.0020 -13.9880 -12.1090
H 28.8840 -16.1530 -10.3200
O 27.1170 -14.2640 -6.9400
H 28.1760 -17.3070 -9.9150
O 26.9740 -11.3000 -10.3080
F 31.7960 -14.0360 -9.6180
H 27.5810 -13.9330 -6.1700
H 27.0820 -12.2330 -10.5480
F 29.8140 -14.6410 -10.6540
F 30.4590 -12.9440 -7.9950
P 30.1920 -13.8080 -9.3480
H 29.9110 -13.4150 -6.3440
O 29.2620 -13.2880 -5.6620
H 29.4740 -10.9870 -13.6370
O 27.1010 -13.9120 -12.3880
H 29.4490 -16.3810 -7.0900
H 27.9040 -10.9740 -10.4390
O 28.8630 -16.3720 -6.3130
H 30.8030 -11.0150 -8.9570
O 28.4790 -16.8930 -10.7110
H 29.5280 -10.3130 -8.3880
O 31.1860 -10.4880 -5.7190
H 28.6970 -12.0570 -7.6780
O 30.4460 -10.1580 -8.6830
O 28.4410 -11.2000 -7.3720
H 26.6690 -13.4570 -7.2170
*
```

natural (NBO) atomic charge list, values in e, 2 entries:
1 H 0.47
2 H 0.50


C14H26IrN3OS | wB97M-V/def2-TZVPD

Results
LUMO energy (alpha / beta) in eV: -5.88 / -8.94
HOMO energy (alpha / beta) in eV: -14.50 / -16.12
Relative energy (zero: lowest compared OMol25 entry of this formula, charge and spin) in eV: 0.111
Total energy in eV: -35114.767

```
! wB97M-V def2-TZVPD RIJCOSX def2/J DEFGRID3
* xyz 2 5
H 1.1396 1.2823 4.3809
H 4.1009 -2.1904 -1.5759
C 3.0844 -2.4680 -1.8515
C 0.8006 2.6169 0.5287
H 1.7486 0.7241 0.6810
C 2.2190 -1.2240 -1.9436
H -1.3781 -2.2780 -3.0729
H 0.1041 2.1141 3.2175
H 0.6946 -1.6720 -3.3317
H 2.8515 2.0684 0.5061
H -3.3689 -4.7263 -0.9663
H 3.1296 -2.9874 -2.8084
N -0.3951 2.0394 0.2869
Ir -0.9697 0.0861 1.0467
H 2.7021 -3.1580 -1.0989
H -2.5536 -4.6414 -2.5232
H 2.4580 2.7726 2.8538
C -1.3221 4.1518 -0.3341
H -1.6046 -4.7589 -1.0320
O 0.3479 0.1367 2.8472
C 2.1466 1.7794 2.5222
C -1.4308 2.7963 -0.1388
C -0.1721 -1.8548 -1.5429
H 0.0171 5.8287 -0.1893
C 1.9333 1.7525 1.0019
H -3.5687 -0.3089 0.6233
H -3.3116 0.4798 2.2070
C -2.4977 -4.3248 -1.4817
S 0.0717 -1.8442 0.2071
H 2.1827 -0.6903 -0.9972
H 0.9517 -0.5998 3.0165
C -2.9755 -0.3173 1.5404
H -2.3618 2.2736 -0.3199
H -2.4400 -2.4998 -0.3230
N 0.8366 -1.5374 -2.3383
C -2.4859 -2.8113 -1.3621
H -3.3785 -2.3684 -1.8037
H 2.5969 -0.5311 -2.6946
H 1.9224 4.4318 0.5745
H -3.0639 -1.2844 2.0348
N -1.3311 -2.2229 -2.0624
C 0.9174 1.3963 3.3214
C -0.1028 4.7611 -0.0617
C 0.9585 3.9854 0.3706
H -2.1737 4.7171 -0.6831
H 2.9703 1.1055 2.7685
*
```

natural (NBO) atomic charge list, values in e, 2 entries:
1 H 0.23
2 H 0.24


C3H8N2 | wB97M-V/def2-TZVPD

Results
LUMO energy in eV: 1.14
HOMO energy in eV: -8.17
Relative energy (zero: lowest compared OMol25 entry of this formula, charge and spin) in eV: 3.355
SMILES: C=CN.C=N
Total energy in eV: -6218.492

```
! wB97M-V def2-TZVPD RIJCOSX def2/J DEFGRID3
* xyz 0 1
H 2.2870 -4.6755 -1.6716
H -4.3507 4.5260 0.3889
H -5.8595 4.0751 1.9066
C 2.1987 -3.9967 -0.7809
C 3.0155 -2.9081 -0.9237
H 4.3139 -3.2396 -2.5863
H -3.1395 5.0087 1.6854
H 2.8134 -2.1345 -0.1218
C -4.1688 4.7378 1.4876
H 4.5256 -1.7764 -1.6553
N -5.1059 4.7229 2.3904
N 3.9207 -2.5344 -1.9000
H 1.4344 -4.1013 -0.0767
*
```

natural (NBO) atomic charge list, values in e, 2 entries:
1 H 0.18
2 H 0.14


C48H88NO27 | wB97M-V/def2-TZVPD

Results
LUMO energy in eV: -1.62
HOMO energy in eV: -10.96
Total energy in eV: -107970.330

```
! wB97M-V def2-TZVPD RIJCOSX def2/J DEFGRID3
* xyz 1 1
H 1.3790 1.3205 2.8389
H -4.0251 -4.9770 2.1565
C 0.3637 -2.7682 0.5948
H -5.2656 0.9021 -1.6222
C 2.1163 6.8475 -2.1087
H 8.4099 -1.5933 -0.4302
C -1.8376 -0.0206 -4.3327
H 0.2874 -6.6639 -3.5847
O 6.2874 -1.8343 1.1877
H 7.5723 -1.8770 -1.8888
C -1.3585 4.3252 -4.9701
H -1.2282 -6.2199 0.5557
C -2.4789 3.6165 -4.2007
O -3.7421 -3.1478 -4.4812
H 1.4292 -1.7433 -0.9701
H 3.6858 1.3809 2.0113
H -0.7870 2.3144 0.1097
O -2.7774 -4.2061 0.7187
C 0.8400 1.4606 7.7702
H 0.9368 -1.1804 2.9569
C 3.4732 2.7805 4.7304
H 6.2397 2.1189 -1.8279
C 3.4242 4.2270 5.2551
H -0.3533 1.3428 2.9622
H -3.5305 3.0019 4.6548
H 2.5671 4.3954 5.9006
C -5.2055 -0.1827 -1.5430
O 0.1671 -7.5968 -1.0945
H -0.6811 -3.4543 -1.9621
H 6.2912 4.1632 -1.1598
N 0.0313 0.0245 1.5434
O 2.4628 2.4301 -0.3412
C -3.3644 -3.0147 0.4710
O 4.3442 3.7678 -0.3727
H 7.6479 -3.2219 -0.8010
H 1.5325 2.2871 7.8812
H -1.9851 -5.1994 -1.1612
H 1.8722 7.9090 -2.1541
C -1.3099 0.4239 0.9255
O -5.6482 -0.5931 -3.8622
H -0.4105 -7.2924 1.7634
C -2.7756 5.0808 -0.2562
C -3.4863 4.8137 1.0071
O -0.2202 1.6629 6.8046
H 1.3862 -0.5364 8.2710
H -2.9746 0.7667 -1.4494
H -0.7638 -0.7519 3.2522
O -4.5825 4.3002 1.0079
H -2.7570 5.3599 4.0905
C -0.0572 -1.1237 2.5117
H -2.5258 3.9845 -3.1764
C -3.8404 -5.1012 1.0904
H -5.4372 -0.5711 -0.5511
H -0.4404 -3.1770 2.6913
O 4.0722 -1.8283 1.5885
O -2.0421 2.2597 -4.0071
O 0.4194 -0.4467 6.4690
C 6.2566 -1.6866 -0.2348
H -5.7950 0.6014 -6.3635
H 0.2769 1.3544 8.7012
C -1.1358 1.3507 -0.2605
H -0.1656 -4.5795 -3.2728
C -0.4324 -2.4516 1.8721
H 6.6155 -1.8587 3.5336
H 1.2505 0.4805 -0.2319
H -1.2069 0.1704 -3.4619
H 3.3765 4.9441 4.4380
H -4.1544 -0.4589 -1.6433
O -2.8391 -1.9427 0.4773
H -5.9997 -4.4992 0.7321
H 0.4558 2.1841 1.5931
C 5.2422 4.0100 -1.4287
H 3.8738 0.6547 3.5349
H 1.8205 -8.6426 -1.8781
H -0.3786 4.0005 -4.6123
H -1.7993 -6.1058 -2.6750
C 0.4683 1.3153 2.2417
C -5.0149 -4.5636 0.2722
H 1.9259 -0.6046 1.1133
H -1.8276 -0.4742 0.5807
O 0.4809 4.7221 0.0133
C -1.0125 -4.1093 -2.7746
H 0.2610 -8.9366 -2.5579
H 1.7831 -7.5775 -4.1576
O 3.0310 1.8865 5.3990
H -0.1720 -3.5582 0.0572
C -3.3492 4.7797 3.3838
H -3.6777 2.6880 2.9123
O 4.1061 2.0649 -1.7735
O 1.9124 -6.7229 0.0404
C 0.9079 -8.1374 -2.1975
C -2.9673 -3.6524 -3.7479
O -4.6731 -3.1668 0.2017
C -0.2843 -6.5572 0.9711
H 4.9160 4.8375 -2.0582
O 0.4526 5.2426 -2.1703
C 5.2225 -1.8911 1.9608
H -3.4843 4.6675 -0.9777
H 0.8889 6.4705 -3.8607
O -2.6659 1.5336 -6.0129
C 1.3259 5.9196 -3.0294
H -0.2670 -1.2680 -0.8727
C 7.5548 -2.1387 -0.8267
O -3.2488 -4.5318 -2.7560
H 5.0520 -1.1322 4.0211
C 5.7422 1.2310 2.6570
H -2.6366 6.1215 -0.5431
H -7.1615 -0.1993 -2.5029
C -0.4643 0.5315 6.1423
C -5.7232 -0.4687 -6.1888
C -2.4553 1.6119 -0.9961
H 5.3104 -2.8464 3.9149
O 4.0272 2.7792 3.5049
C 4.2452 1.4938 2.9442
H 2.3280 0.1876 6.8621
H -1.9365 0.8251 1.7205
C 1.0821 -0.3094 0.4902
O 1.7968 6.3495 -0.8194
C 3.5319 2.7310 -0.7734
H -5.0521 -4.9639 -0.7423
H -3.0937 2.1565 -0.2957
C -6.4183 -0.8351 -4.8929
C 5.5286 -1.8986 3.4174
H 0.1540 -5.6745 1.4388
C -6.2219 -0.7474 -2.5594
H -3.4674 3.6207 -4.6552
H 1.8196 -6.3361 -2.9652
H 6.1951 2.0493 2.0990
H -3.6248 -6.1068 0.7395
C 1.3726 0.0848 7.3781
H 1.2916 -3.3305 0.7364
H 5.8399 0.3541 2.0153
H -1.8817 4.4756 -0.4009
H -2.6554 -0.6473 -3.9793
H -4.3736 5.1507 3.4189
C 5.3535 2.6716 -2.1296
H -6.1583 -1.0727 -6.9839
H -1.4148 5.3947 -4.7668
H -2.3159 2.2659 -1.8589
C 0.7476 -6.9983 -0.0656
H 4.3462 4.3644 5.8212
O -1.3710 0.4499 5.3651
H 5.3963 -2.1575 -0.7229
H 5.3868 2.8546 -3.2031
H -0.4908 0.9950 -1.0636
H -1.5122 -2.4983 1.6925
H -1.2105 -0.5797 -5.0249
C 0.6033 -1.5567 -0.2797
H -2.0997 3.1460 3.6221
C 1.2155 -7.1784 -3.3234
C -3.1809 3.2967 3.6663
C -2.2503 1.2974 -4.9039
H -4.6928 -0.8244 -6.1637
H 3.1796 6.6968 -2.3082
C 0.8195 5.3869 -0.9080
H -6.4708 -1.7904 -2.3628
H 1.9453 5.1286 -3.4631
C -2.0593 -5.1414 -2.2387
O -1.6744 -3.2738 -3.6914
O -7.5197 -1.3443 -4.8539
H 5.9548 -0.6457 -0.4033
O -2.7616 5.0600 2.1056
H 6.2198 1.0615 3.6200
H -1.3371 4.0268 -6.0161
*
```

Löwdin atomic charge list, values in e, 2 entries:
1 H 0.10
2 H 0.15


C3H5NO | wB97M-V/def2-TZVPD

Results
LUMO energy (alpha / beta) in eV: 0.62 / 0.62
HOMO energy (alpha / beta) in eV: -9.70 / -9.71
Relative energy (zero: lowest compared OMol25 entry of this formula, charge and spin) in eV: 3.788
Total energy in eV: -6725.784

```
! wB97M-V def2-TZVPD RIJCOSX def2/J DEFGRID3
* xyz 0 1
H -1.2387 -1.2493 0.5983
N 0.7427 1.2681 -0.2433
H 1.9480 -0.6143 -0.3880
C 1.6379 0.4731 -0.3061
C -0.5039 -0.7556 -0.0545
C -0.5638 0.7615 0.2292
H -0.6140 0.9830 1.3000
H -0.8020 -0.9353 -1.1034
O 0.7584 -1.2282 0.2388
H -1.3747 1.2859 -0.2824
*
```

natural (NBO) atomic charge list, values in e, 2 entries:
1 H 0.20
2 N -0.40


C15H48N6O15 | wB97M-V/def2-TZVPD

Results
LUMO energy in eV: 0.37
HOMO energy in eV: -9.40
Relative energy (zero: lowest compared OMol25 entry of this formula, charge and spin) in eV: 0.647
SMILES: NC(N)=O.NC(N)=O.NC(N)=O.OCCO.OCCO.OCCO.OCCO.OCCO.OCCO
Total energy in eV: -55986.380

```
! wB97M-V def2-TZVPD RIJCOSX def2/J DEFGRID3
* xyz 0 1
N -0.9994 0.3232 0.7121
H -4.3233 2.9896 0.5024
H -0.5524 -0.1569 -6.4826
C 4.0905 0.2928 0.4793
H 1.8455 -1.5320 -3.0816
C -0.7114 -0.9381 -5.7356
O -1.5729 -0.6139 -1.3330
H 0.1299 -2.3271 3.7244
O -3.9164 -0.1845 1.3493
C -4.2473 1.9851 -1.4591
H 3.5505 1.1313 -1.4070
H 2.0458 -4.3357 -1.4321
O 1.7787 -2.3480 2.7401
O 0.4144 -1.7770 -5.8377
C -0.7433 -0.0136 -0.5905
O 0.3927 -4.6778 1.3118
H 0.5790 -0.0122 5.6376
C -3.7202 2.9435 -0.3906
H -0.1487 4.7600 0.7801
O 0.3585 0.4392 -4.0730
C -4.8252 0.8782 3.2501
H 3.2332 -2.3321 -2.5101
H 5.8904 1.5601 -1.8125
N 1.8451 0.5062 2.6970
H 1.0706 1.1632 -0.5681
N 0.4431 0.4570 -1.0292
H 1.8005 -1.7082 -0.6564
C 2.1813 -2.4566 -2.6269
O -4.3387 0.6398 -1.0933
O 2.0831 -3.7747 -0.6726
H -5.2517 2.2432 -1.8381
O 0.4096 1.8056 3.8822
C 1.5128 3.6612 0.7984
H -4.1130 0.0162 0.4204
H 2.1117 -0.4119 2.4141
H -1.6228 -1.5496 -5.9285
N 2.1812 4.5648 1.6577
H 5.8302 0.1833 1.1173
H -5.9214 0.4541 1.4905
H 2.4333 -3.5316 -4.2240
C -0.8183 -0.3750 -4.3719
H 0.4099 -2.5797 -5.3080
O 2.0634 2.5671 0.5504
H 0.8820 -3.9712 3.8634
H -1.1335 -4.0505 2.4904
N 1.0961 -0.2275 4.7805
H -0.9621 -1.0725 -3.5362
H 1.6630 5.3623 1.9873
H -1.8529 -0.0321 1.1375
H -3.7161 3.9770 -0.8724
C 4.3668 0.5997 -0.9302
C 1.0029 0.7092 3.8332
O 5.0920 -0.4486 1.2100
O 1.8677 -3.5912 -3.4538
H -4.0044 0.5059 3.8800
C 1.5948 -2.5736 -1.2549
H 0.9839 0.2912 -4.8371
H 2.2911 -2.8706 2.1172
H 0.5339 -2.6253 -1.3814
H 3.9778 1.1901 1.0548
O -2.3089 2.7134 -0.0343
H 2.2243 1.2602 2.2002
H 3.1161 -0.2751 0.5995
H -3.6890 0.1297 -1.5951
H -2.1343 1.8069 -0.0793
C -5.1157 0.0306 2.0533
H 2.8900 4.0854 2.1760
H -0.1757 3.3925 -0.2248
O -4.6193 2.2277 2.7199
H 1.8299 -0.9159 4.9004
H 4.4964 -0.4020 -1.4089
H -0.2278 0.4685 1.3740
H 0.5659 0.3892 -2.0357
H -5.8108 0.9708 3.7933
H -1.6765 0.2965 -4.1884
H -3.5500 1.9687 -2.3850
H -0.4681 -2.7673 1.4656
C -0.2064 -3.6343 2.0550
H -4.0065 2.1203 2.0041
O 5.5973 1.2903 -0.9787
N 0.3738 4.1354 0.1663
H 1.1615 -4.3243 0.8148
C 0.6800 -3.0960 3.2270
H -5.4875 -0.9716 2.2395
*
```

Löwdin atomic charge list, values in e, 2 entries:
1 N 0.17
2 H 0.09


C5H11BrNS | wB97M-V/def2-TZVPD

Results
LUMO energy (alpha / beta) in eV: -4.31 / -4.31
HOMO energy (alpha / beta) in eV: -12.91 / -12.91
Relative energy (zero: lowest compared OMol25 entry of this formula, charge and spin) in eV: 1.060
Total energy in eV: -87721.139

```
! wB97M-V def2-TZVPD RIJCOSX def2/J DEFGRID3
* xyz 1 1
H 0.5128 -0.3293 -1.9801
H 2.5686 1.6925 0.1873
H -1.2765 -0.0662 -2.0406
H 0.3346 2.1316 -1.0177
S -1.7132 -3.1222 2.3542
C 0.4588 1.4683 -0.1984
H 0.4744 2.0037 0.8330
H 1.9509 -0.1248 -0.0401
C -1.8606 -1.7971 1.5701
H -0.5855 -1.5616 -1.1195
C -0.4438 -0.5183 -1.4330
Br -3.3513 -0.6988 0.9893
H -1.3356 0.6488 0.0385
H -0.0045 0.0962 1.8350
H 2.3773 0.9863 -1.3707
N -0.4259 0.2607 -0.1653
C -0.1774 -0.5886 1.0429
H 0.5343 -1.4243 0.8504
C 1.9625 0.9430 -0.3352
*
```

natural (NBO) atomic charge list, values in e, 2 entries:
1 H 0.25
2 H 0.25